[1]
Molecular formula: C31H32CsF4N6Se
Method: DFT, the ωB97M-V functional and the def2-TZVPD basis

Values from the calculation:
Frontier orbital gap   6.47 eV
2S+1   1
Net charge   -1

XYZ file:
```
75
Properties=species:S:1:pos:R:3:forces:R:3:lowdin_charge:R:1
Cs 0.005 -0.313 0.025 -0.3 -0.4 -2.2 1.7686
C -3.619 3.039 -0.999 0.1 0.0 0.2 -0.1148
N -3.007 1.726 -0.962 0.0 0.0 -0.2 -0.2642
C -3.120 1.097 -2.273 0.0 0.1 0.1 -0.1059
C -3.609 0.884 0.063 0.2 0.1 0.2 -0.2351
C -3.159 1.192 1.489 0.1 -0.1 0.1 -0.2677
N -1.797 0.735 1.725 -0.5 1.1 0.5 -0.2760
C -1.238 0.968 2.914 -0.1 0.1 0.3 -0.2519
C 0.141 0.667 3.129 0.1 0.2 0.3 -0.1897
F 0.945 0.368 2.061 1.0 1.0 2.7 -0.2591
C 0.768 0.739 4.348 -0.1 0.0 0.0 -0.2373
F 2.069 0.398 4.420 0.1 0.0 0.0 0.0740
C 0.119 1.167 5.490 0.0 0.0 0.0 0.0384
C -1.198 1.548 5.315 0.1 -0.1 0.0 -0.2343
F -1.883 2.003 6.383 -0.1 0.0 0.0 0.0701
C -1.850 1.469 4.107 0.0 -0.1 0.0 -0.1331
F -3.143 1.881 4.103 0.0 0.0 -0.1 0.0536
H -3.484 3.553 -0.046 0.0 0.0 0.0 0.0755
H -4.701 2.987 -1.216 0.0 0.0 0.0 0.0853
H -3.143 3.640 -1.775 0.0 0.0 0.0 0.0758
H -4.174 0.893 -2.539 0.0 0.0 0.0 0.0870
H -2.562 0.161 -2.302 0.0 0.0 0.0 0.0432
H -2.706 1.769 -3.028 0.0 0.0 0.0 0.0769
H -3.346 -0.153 -0.161 -0.1 0.1 -0.1 0.0650
H -4.711 0.960 0.030 0.0 -0.1 -0.1 0.1222
H -3.871 0.690 2.161 -0.1 0.1 0.0 0.1100
H -3.246 2.266 1.680 -0.1 0.0 0.0 0.1069
H 0.602 1.201 6.453 0.0 0.0 0.0 0.1222
C 3.555 -1.370 -5.282 0.1 0.0 0.1 -0.0898
C 4.387 -0.979 -4.054 -0.1 0.1 -0.1 -0.2076
C 4.073 0.410 -3.559 -0.1 -0.2 0.0 -0.1811
C 4.924 1.466 -3.839 0.0 0.1 0.0 -0.0604
C 4.652 2.746 -3.377 0.0 0.0 0.0 -0.1005
C 3.513 2.958 -2.621 0.1 0.1 -0.1 -0.0598
C 2.626 1.927 -2.328 -0.1 -0.2 0.1 -0.1620
C 1.424 2.232 -1.466 0.0 0.1 -0.3 -0.2484
C 0.360 3.060 -2.194 0.0 -0.1 0.1 -0.0767
C 2.897 0.631 -2.808 0.3 0.4 -0.3 -0.1791
N 2.143 -0.481 -2.456 -0.1 -0.3 0.3 0.0846
C 0.908 -0.651 -2.758 0.5 0.3 -0.8 -0.2264
C 0.144 -1.750 -2.281 -0.2 -1.1 -0.8 -0.5688
C 0.596 -2.897 -1.594 0.2 -0.1 -0.4 -0.1422
C -0.540 -3.515 -1.095 -0.1 -0.1 0.0 -0.1549
C -1.620 -2.700 -1.490 -0.1 -0.3 -0.2 -0.3150
N -1.220 -1.651 -2.210 0.0 0.0 -0.7 -0.0613
H 3.854 -2.354 -5.650 0.0 0.0 0.0 0.0655
H 3.691 -0.642 -6.083 0.0 0.0 0.0 0.0718
H 2.498 -1.408 -5.024 0.0 0.0 0.0 0.0614
H 5.448 -1.038 -4.305 0.0 0.0 0.0 0.1006
H 4.182 -1.687 -3.247 0.0 0.0 0.0 0.1057
H 5.822 1.279 -4.420 0.0 0.0 0.0 0.1042
H 5.327 3.564 -3.595 0.0 0.0 0.0 0.0921
H 3.310 3.950 -2.231 0.0 0.0 0.0 0.1099
H 1.755 2.780 -0.578 0.0 -0.1 0.0 0.1219
H 0.967 1.305 -1.133 0.6 1.0 -0.6 -0.0973
H 0.757 4.034 -2.485 0.0 0.0 0.0 0.0694
H -0.507 3.210 -1.547 0.0 0.0 -0.1 0.0632
H 0.034 2.543 -3.098 0.0 0.0 0.0 0.0716
H 0.371 0.081 -3.378 0.0 0.0 0.1 0.1380
H 1.619 -3.234 -1.522 0.0 0.1 0.1 0.0976
H -0.594 -4.441 -0.542 0.0 0.0 0.0 0.0882
H -2.675 -2.876 -1.311 0.0 0.0 0.0 0.0844
Se -2.121 -1.825 1.610 -1.1 -1.0 0.7 1.1852
N -0.473 -2.087 2.062 0.7 -0.7 0.8 -0.3463
C -0.472 -2.730 3.247 -0.5 0.1 0.0 -0.3725
C 0.677 -3.097 3.973 0.2 -0.1 0.2 -0.0271
C 0.521 -3.727 5.180 0.2 0.1 -0.2 -0.1010
C -0.759 -4.014 5.702 -0.3 0.0 0.0 -0.1075
C -1.896 -3.662 5.022 0.1 -0.1 0.2 -0.0397
C -1.771 -3.011 3.780 0.1 0.1 -0.3 -0.3866
N -2.802 -2.622 2.993 -0.3 -0.2 0.3 -0.2154
H 1.658 -2.865 3.577 0.0 0.0 0.0 0.1142
H 1.397 -4.007 5.753 0.0 0.0 0.0 0.0946
H -0.836 -4.518 6.657 0.0 0.0 0.0 0.0918
H -2.884 -3.873 5.411 0.0 0.0 0.0 0.1058
```
Forces are in eV/Å.

[2]
Molecular formula: C31H32F5N3O5PdSSb
Method: DFT, the ωB97M-V functional and the def2-TZVPD basis

Values from the calculation:
Frontier orbital gap (alpha / beta)   6.23 / 4.24 eV
2S+1   5
Net charge   +1

XYZ file:
```
79
Properties=species:S:1:pos:R:3:forces:R:3:lowdin_charge:R:1
Pd -0.436 1.143 0.402 0.4 -1.3 0.2 0.8637
O -0.666 2.188 2.227 -1.6 0.6 1.1 -0.0926
C -1.866 2.652 2.463 1.1 0.1 -0.5 -0.3125
C -2.560 2.351 3.658 -1.1 0.2 0.0 0.0207
C -3.890 2.707 3.777 0.5 -1.1 0.6 -0.0552
C -4.523 3.545 2.870 -0.6 0.3 0.4 -0.0584
C -3.808 4.058 1.826 0.1 0.4 -0.8 -0.0173
C -2.545 3.502 1.506 -0.3 0.2 -0.2 -0.0485
C -2.014 3.624 0.165 -1.1 -0.1 -1.6 -0.2069
N -1.158 2.759 -0.411 -1.0 3.2 -1.4 -0.0583
C -1.024 3.136 -1.736 -0.2 0.1 -0.4 -0.0935
C -1.850 4.213 -2.010 -0.2 -0.9 0.1 -0.0367
N -2.558 4.443 -0.842 1.5 -0.5 0.7 0.1255
H -2.103 1.791 4.450 0.4 -0.3 0.0 0.1159
H -4.487 2.253 4.561 0.2 0.3 0.2 0.1173
H -5.584 3.787 3.027 0.7 0.1 -0.1 0.1289
H -4.305 4.858 1.250 0.5 -0.7 -0.1 0.1235
H -0.407 2.538 -2.433 -0.4 0.7 0.6 0.1022
H -2.030 4.748 -2.959 0.1 -0.4 0.9 0.1350
H -3.335 5.085 -0.749 0.4 -0.1 0.1 0.1549
F 1.049 -2.348 6.492 0.0 0.5 -1.7 0.1674
C 1.012 -1.914 5.218 -0.1 -0.2 0.5 -0.0712
C 2.056 -1.213 4.628 0.9 0.6 0.8 -0.1170
F 3.121 -0.877 5.362 -0.3 -0.4 -0.4 0.1506
C 1.924 -0.766 3.338 1.3 0.7 -0.4 -0.0874
F 2.948 -0.137 2.727 -0.8 -0.5 0.8 0.1299
C 0.710 -0.848 2.622 0.7 1.1 -3.7 -0.1845
O 0.677 -0.348 1.385 0.4 -1.4 4.3 -0.1823
C -0.339 -1.562 3.192 -0.8 -0.1 0.2 -0.1035
F -1.483 -1.652 2.500 0.8 -0.3 0.9 0.1564
C -0.123 -2.122 4.433 -2.5 -1.1 0.7 -0.0926
F -1.128 -2.845 4.990 0.8 0.5 -0.4 0.1213
O 0.373 -1.961 -0.891 -1.6 0.3 1.1 -0.2113
C -0.862 -1.672 -0.693 1.3 1.3 -0.5 -0.5003
N -1.392 -0.425 -0.649 -0.6 -1.9 -1.5 -0.1444
S -3.068 -0.543 -1.048 0.3 1.6 0.3 0.7232
O -3.780 0.336 -0.118 0.7 -1.3 -1.1 -0.3157
O -3.287 -0.363 -2.485 0.5 -0.3 2.1 -0.2897
C -3.106 -2.274 -0.652 -0.1 0.0 0.1 -0.2139
C -4.193 -3.098 -0.554 -0.5 0.0 0.1 -0.0229
C -3.977 -4.451 -0.293 0.1 0.3 0.5 -0.0367
C -2.678 -4.932 -0.098 -0.5 -0.4 -0.8 -0.0370
C -1.588 -4.094 -0.323 0.7 -0.2 0.3 0.0159
C -1.805 -2.744 -0.524 -1.6 -0.6 -0.4 -0.1619
H -5.193 -2.685 -0.612 0.0 -0.1 -0.2 0.1301
H -4.853 -5.086 -0.184 0.3 -0.1 0.0 0.1180
H -2.560 -6.001 0.109 0.2 0.5 -0.1 0.1195
H -0.556 -4.458 -0.353 -0.4 0.0 0.3 0.1320
C 3.911 -2.246 -0.241 0.8 0.0 -0.3 -0.1544
C 3.115 -2.085 -1.521 -0.9 1.8 0.2 -0.4813
C 3.898 -1.863 -2.806 0.7 -0.6 -0.3 -0.1356
Sb 1.740 -0.299 -1.121 0.3 -0.6 -1.5 1.7137
C 3.328 1.428 -0.133 -0.5 -0.7 0.1 -0.4299
C 2.525 2.584 0.367 0.3 0.7 -0.1 -0.1601
C 4.187 1.689 -1.321 0.8 -0.2 -0.5 -0.1585
C 0.748 -0.098 -3.199 0.3 -0.5 1.7 -0.4714
C 1.704 0.749 -3.993 0.0 1.1 -1.7 -0.1742
C 0.392 -1.495 -3.742 0.2 0.0 -0.5 -0.1120
H 4.480 -3.180 -0.370 0.1 0.2 0.4 0.0846
H 3.263 -2.343 0.638 0.1 0.0 -0.1 0.0607
H 4.635 -1.404 -0.067 -0.6 -0.7 -0.2 0.0867
H 2.384 -2.883 -1.631 0.1 -0.1 0.1 0.0697
H 4.141 -0.823 -2.996 0.1 0.1 0.1 0.0279
H 3.331 -2.210 -3.684 0.2 0.1 0.3 0.0797
H 4.884 -2.392 -2.807 -0.7 0.2 0.1 0.0955
H 3.668 0.756 0.682 0.2 0.5 -0.8 0.0688
H 1.848 3.025 -0.392 0.6 0.0 0.1 0.0659
H 3.268 3.361 0.719 -1.0 -0.5 -0.2 0.1114
H 1.854 2.297 1.167 0.2 0.0 0.5 0.0302
H 3.621 2.160 -2.137 0.0 -0.2 0.1 0.0702
H 4.650 0.754 -1.703 -0.1 0.7 0.2 0.0634
H 4.994 2.417 -1.114 -0.1 -0.3 0.1 0.0923
H -0.151 0.417 -2.834 0.2 0.0 -0.6 0.0329
H 2.762 0.520 -3.830 -0.2 -0.1 -0.1 0.0357
H 1.583 1.842 -3.779 0.1 -0.8 -0.1 0.0762
H 1.550 0.639 -5.110 0.0 0.1 1.1 0.0982
H 0.889 -2.267 -3.160 0.2 -0.2 -0.2 0.0341
H 0.729 -1.608 -4.809 -0.5 0.1 0.9 0.0981
H -0.681 -1.744 -3.633 0.4 0.4 -0.3 0.0812
```
Forces are in eV/Å.

[3]
Molecular formula: C31H32FMoN3O6SSi
Method: DFT, the ωB97M-V functional and the def2-TZVPD basis

Values from the calculation:
Frontier orbital gap (alpha / beta)   5.26 / 5.26 eV
2S+1   1
Net charge   +2

XYZ file:
```
76
Properties=species:S:1:pos:R:3:forces:R:3:lowdin_charge:R:1
Mo 0.724 0.001 0.656 -1.0 1.8 0.0 2.0077
C 1.853 5.155 -1.094 0.0 0.3 -0.2 -0.0378
O 1.855 3.929 -0.373 0.2 -0.4 0.1 -0.0766
C 2.964 3.162 -0.440 -0.3 -0.2 0.1 -0.1962
C 4.158 3.498 -1.067 -0.4 -0.1 0.2 0.0402
C 5.202 2.579 -1.142 0.1 -0.2 0.1 -0.0228
C 5.097 1.326 -0.585 -0.1 -0.1 0.1 -0.0030
C 3.913 0.943 0.067 -0.3 0.7 -0.2 -0.1236
C 3.805 -0.310 0.740 -0.2 0.0 0.2 0.0447
N 2.649 -0.702 1.191 0.4 0.2 -0.3 -0.1232
N 2.561 -1.727 2.059 0.3 -0.8 0.5 0.1470
C 1.400 -1.736 2.645 2.0 -0.5 0.2 -0.3556
O 0.531 -0.792 2.247 -1.4 0.0 1.8 -0.2126
C 1.101 -2.622 3.737 -0.5 -0.2 0.5 -0.1658
C 2.095 -3.478 4.236 -0.2 0.3 -0.2 0.0072
C 1.797 -4.328 5.280 -0.1 0.0 0.1 -0.0412
C 0.520 -4.345 5.826 0.0 0.1 -0.2 -0.0326
C -0.465 -3.496 5.338 0.0 -0.1 0.1 -0.0459
C -0.181 -2.633 4.302 0.3 0.1 -0.3 -0.0125
C 2.843 1.877 0.135 1.1 -0.1 -0.5 -0.1854
O 1.671 1.510 0.665 1.4 2.6 0.1 -0.2367
H 0.841 5.549 -1.026 0.1 0.0 0.0 0.0954
H 2.102 4.992 -2.145 0.0 0.0 0.0 0.1066
H 2.546 5.875 -0.657 0.0 0.0 0.0 0.1096
H 4.280 4.464 -1.525 0.0 0.1 0.0 0.1231
H 6.107 2.865 -1.653 0.1 0.0 0.0 0.1266
H 5.905 0.616 -0.654 0.2 0.0 0.0 0.1286
H 4.699 -0.895 0.943 -0.1 -0.1 0.1 0.1639
H 3.081 -3.454 3.801 0.1 0.0 0.0 0.1185
H 2.555 -4.983 5.677 0.1 -0.1 0.0 0.1179
H 0.287 -5.027 6.628 0.0 -0.1 0.1 0.1185
H -1.451 -3.514 5.773 -0.1 0.0 0.0 0.1155
H -0.943 -1.978 3.902 -0.1 0.0 0.0 0.1144
C -0.826 1.708 2.659 0.0 -0.2 -0.7 -0.1621
Si -1.747 1.914 0.981 -0.2 0.7 1.2 0.5761
C -1.573 3.686 0.318 0.0 -0.8 0.1 -0.1187
C -3.495 1.190 1.184 0.6 0.4 -0.3 -0.1366
N -0.782 0.818 -0.114 -0.9 -0.2 0.4 -0.2104
C -1.022 0.917 -1.478 0.4 0.0 -1.5 -0.2800
C -2.263 1.181 -2.070 0.1 0.1 0.2 -0.0242
C -2.377 1.361 -3.438 -0.1 0.0 0.1 -0.0449
C -1.267 1.284 -4.265 0.1 0.0 0.2 -0.0327
C -0.022 1.013 -3.720 0.1 -0.1 0.2 0.0251
C 0.065 0.831 -2.358 0.1 0.1 0.0 -0.1639
F 1.322 0.640 -1.792 -0.7 0.1 0.0 0.0240
H -1.194 2.469 3.344 -0.1 0.3 -0.1 0.0598
H 0.267 1.857 2.614 -0.4 0.0 0.1 0.0286
H -1.044 0.750 3.134 0.0 0.1 0.0 0.0265
H -2.120 4.390 0.939 -0.1 0.0 0.2 0.0499
H -1.948 3.797 -0.697 -0.1 -0.1 -0.1 0.0392
H -0.527 3.993 0.321 0.1 -0.2 0.1 0.0180
H -3.880 1.444 2.167 0.1 0.1 0.2 0.0472
H -3.520 0.107 1.091 0.1 -0.1 0.0 0.0289
H -4.193 1.607 0.464 -0.1 0.1 -0.1 0.0354
H -3.138 1.253 -1.446 -0.1 0.0 0.1 0.0980
H -3.340 1.589 -3.866 -0.1 0.0 0.0 0.1232
H -1.369 1.455 -5.324 0.0 0.0 -0.2 0.1231
H 0.872 0.971 -4.323 0.1 0.0 0.0 0.1351
C -4.296 -1.946 -3.919 -0.1 -0.1 -0.1 -0.0262
C -3.179 -2.279 -2.992 0.2 0.0 0.1 -0.2462
C -3.264 -1.975 -1.633 0.2 -0.1 0.0 -0.0186
C -2.208 -2.253 -0.785 -0.4 0.0 0.2 -0.0607
C -1.076 -2.853 -1.307 0.4 -0.2 0.3 -0.2911
C -0.963 -3.180 -2.644 0.1 -0.1 -0.2 -0.0170
C -2.027 -2.897 -3.482 0.1 0.0 0.2 0.0040
S 0.283 -2.985 -0.210 -0.8 -1.4 0.4 0.6924
O 1.395 -3.744 -0.639 -0.1 0.2 -0.5 -0.1825
O -0.149 -3.033 1.152 -0.4 -0.5 -0.6 -0.2408
O 0.690 -1.397 -0.365 0.7 -1.2 -2.0 -0.4645
H -5.034 -1.318 -3.431 -0.1 0.1 0.0 0.0843
H -4.786 -2.857 -4.260 -0.1 0.0 0.0 0.1024
H -3.914 -1.437 -4.801 0.0 0.1 -0.1 0.0891
H -4.172 -1.535 -1.248 -0.1 0.1 0.1 0.1233
H -2.240 -2.048 0.279 -0.2 0.0 0.0 0.1132
H -0.063 -3.655 -2.999 0.1 -0.1 -0.2 0.1291
H -1.978 -3.163 -4.526 0.1 0.0 -0.1 0.1316
```
Forces are in eV/Å.

Per-record energy above the lowest of the compared OMol25 structures with the same formula, charge and spin, kcal/mol: 69.5; 23.8; 45.9
Per-record strongest force on any atom, eV Å⁻¹: 2.98; 4.49; 2.96